Entry 1:
Below is a molecular structure, C51H60BrNO5P2SScSi, with properties calculated with ωB97M-V/def2-TZVPD.

XYZ file:
```
123
Properties=species:S:1:pos:R:3:forces:R:3
Sc -0.07043 -0.53500 -0.47761 0.43 0.25 0.30
C 2.56056 0.04813 -2.78408 0.02 -0.12 -0.02
C 3.15337 -0.64885 -1.57244 0.04 -0.02 -0.15
C 4.45105 0.02484 -1.16076 0.02 0.01 0.04
C 3.37936 -2.12743 -1.84031 0.12 -0.06 0.02
O 2.16461 -0.47799 -0.48190 -0.22 0.06 0.15
Si 2.46273 -0.78042 1.17377 -0.12 0.07 0.10
S 0.53886 -0.47338 1.91434 -0.11 0.15 -0.16
O 2.99051 -2.30985 1.16357 -0.09 0.10 -0.05
C 3.57606 -3.12029 2.20216 0.04 -0.08 0.07
C 5.07197 -2.84221 2.22979 -0.01 0.06 0.00
C 2.92947 -2.79904 3.54221 -0.02 0.05 -0.02
C 3.29226 -4.55758 1.79715 -0.01 -0.01 0.01
O 3.62902 0.14277 1.80836 -0.03 -0.17 -0.04
C 3.71720 1.45081 2.40047 0.01 0.08 0.03
C 3.08017 2.46671 1.46787 0.01 0.04 -0.05
C 5.20438 1.72209 2.55763 0.02 0.00 0.01
C 3.02135 1.44019 3.75291 -0.04 -0.04 0.02
H 3.23255 -0.06980 -3.63567 -0.02 0.00 0.01
H 2.44482 1.11048 -2.59119 -0.02 0.12 0.01
H 1.59941 -0.39086 -3.06179 0.04 0.01 0.00
H 5.16074 -0.04772 -1.98474 0.01 0.00 -0.02
H 4.89067 -0.45655 -0.28523 0.00 0.04 -0.06
H 4.28504 1.08095 -0.94011 0.03 -0.06 -0.01
H 4.08925 -2.21998 -2.66372 0.01 -0.02 -0.01
H 2.45352 -2.61690 -2.12827 -0.02 -0.02 -0.01
H 3.79082 -2.62612 -0.96269 -0.04 0.05 -0.13
H 5.25443 -1.79288 2.46900 0.02 -0.05 -0.01
H 5.51373 -3.06304 1.25633 0.00 0.00 0.01
H 5.56157 -3.46496 2.97903 0.01 0.00 0.01
H 3.12404 -1.76090 3.82666 -0.01 -0.05 0.01
H 3.33710 -3.44529 4.31928 0.01 -0.01 0.02
H 1.84994 -2.95123 3.49163 0.02 0.01 0.01
H 3.71507 -4.76260 0.81242 0.00 0.00 0.01
H 2.21528 -4.73042 1.75684 0.02 -0.01 0.00
H 3.73277 -5.24907 2.51616 -0.01 -0.01 -0.01
H 3.61150 2.48526 0.51427 -0.03 0.03 0.03
H 3.11866 3.46572 1.90741 -0.02 -0.01 -0.01
H 2.03414 2.20952 1.29119 -0.03 0.02 -0.01
H 5.69976 1.68077 1.58612 0.00 0.01 0.02
H 5.65710 0.97457 3.21043 0.00 0.01 -0.01
H 5.36742 2.70890 2.99306 0.01 -0.01 0.00
H 1.95416 1.24189 3.63639 0.06 0.02 0.03
H 3.14758 2.40606 4.24305 0.00 0.02 0.01
H 3.45524 0.67116 4.39484 -0.01 0.02 -0.01
C -2.16941 2.78572 -1.60734 0.00 -0.10 0.03
N -3.29881 2.28251 -0.86408 0.02 -0.01 -0.12
C -3.83572 1.04973 -1.39339 0.03 -0.11 0.06
P -2.83835 -0.44581 -0.92200 0.02 0.00 -0.04
C -3.65542 -1.72236 -1.91378 0.01 -0.06 0.02
C -4.99549 -2.04779 -1.69347 0.01 0.01 -0.01
C -5.62749 -2.98036 -2.49927 0.01 -0.01 0.00
C -4.92781 -3.59674 -3.53024 0.00 0.02 0.02
C -3.59920 -3.27488 -3.75840 0.02 0.00 0.01
C -2.96252 -2.33861 -2.95384 -0.04 0.01 0.01
C -3.29074 -0.74665 0.81268 0.00 0.10 0.01
C -3.21114 0.32782 1.70018 0.04 0.02 0.05
C -3.44898 0.13896 3.05298 -0.01 -0.03 0.00
C -3.75598 -1.12617 3.53139 0.00 0.01 -0.01
C -3.82679 -2.20015 2.65414 -0.01 -0.01 -0.02
C -3.59367 -2.01575 1.29972 0.05 -0.03 0.03
C -4.05537 3.09721 0.00097 -0.09 0.09 0.01
C -3.69206 4.41983 0.26847 0.02 0.01 -0.01
C -4.43248 5.20107 1.14275 0.00 -0.01 0.00
C -5.55145 4.69457 1.78277 0.00 -0.03 0.00
C -5.90992 3.37810 1.53644 0.02 0.04 -0.01
C -5.17540 2.58715 0.66686 -0.11 -0.03 0.03
P -0.51939 2.30677 -0.86708 -0.04 0.07 -0.07
C 0.61950 2.95740 -2.13511 0.04 -0.01 0.04
C 0.36719 2.71053 -3.48460 -0.01 -0.04 -0.01
C 1.28076 3.09599 -4.45467 0.02 0.02 -0.01
C 2.46275 3.72383 -4.08859 -0.03 0.00 0.00
C 2.72447 3.96936 -2.74771 0.00 0.01 0.01
C 1.80849 3.59238 -1.77664 0.04 -0.08 -0.08
C -0.40116 3.46691 0.52910 -0.01 -0.01 -0.01
C -0.65719 3.00942 1.81838 0.03 -0.05 -0.01
C -0.69706 3.90197 2.88252 0.01 -0.04 -0.01
C -0.46834 5.25082 2.66562 0.01 0.01 0.01
C -0.19989 5.71376 1.38228 0.00 -0.01 -0.03
C -0.16914 4.82841 0.31776 -0.09 0.02 0.02
H -2.19058 3.86852 -1.70786 0.01 0.07 0.01
H -2.21031 2.38299 -2.62251 0.01 0.01 0.04
H -3.85336 1.06894 -2.48937 0.02 0.03 -0.02
H -4.86223 0.89219 -1.07406 0.03 0.00 -0.03
H -5.54252 -1.58001 -0.88268 0.00 -0.01 0.00
H -6.66547 -3.22930 -2.32220 0.00 0.00 0.00
H -5.42224 -4.32896 -4.15498 0.00 0.01 0.00
H -3.05433 -3.75310 -4.56184 0.00 0.00 0.00
H -1.92442 -2.08955 -3.13625 -0.01 0.01 -0.02
H -2.98488 1.32314 1.33439 0.05 -0.16 0.10
H -3.39904 0.98262 3.72928 0.00 0.01 0.00
H -3.94125 -1.27671 4.58679 0.01 0.00 0.00
H -4.06382 -3.18827 3.02637 0.00 0.00 0.00
H -3.63706 -2.86136 0.62560 0.00 0.00 -0.01
H -2.81939 4.86372 -0.18219 0.04 0.00 -0.02
H -4.11836 6.22207 1.32079 0.00 -0.01 0.00
H -6.12619 5.30738 2.46344 0.01 -0.01 -0.01
H -6.77033 2.94610 2.03121 0.00 0.00 0.00
H -5.47919 1.55539 0.54813 0.01 0.11 0.03
H -0.53637 2.20003 -3.79749 0.05 0.01 0.00
H 1.06913 2.90124 -5.49793 0.00 0.00 0.01
H 3.17553 4.02307 -4.84567 0.00 -0.01 0.01
H 3.64475 4.45817 -2.45399 -0.01 0.00 0.00
H 2.02387 3.78810 -0.73678 0.04 0.00 0.06
H -0.79752 1.95041 1.99950 -0.02 0.04 0.00
H -0.89815 3.53679 3.88142 0.00 0.00 -0.01
H -0.49278 5.94546 3.49563 -0.01 -0.01 -0.01
H -0.02049 6.76751 1.21106 0.00 -0.01 0.00
H 0.02290 5.20100 -0.68126 0.00 0.02 0.02
Br 0.08652 -8.86229 -2.35931 0.00 0.05 0.01
C -0.02684 -7.01299 -2.00216 0.01 -0.03 -0.01
C 0.48775 -6.11172 -2.92426 0.01 -0.03 -0.04
C 0.40314 -4.75663 -2.66132 0.01 0.04 -0.03
C -0.18861 -4.31434 -1.48318 -0.09 -0.05 0.11
C -0.70135 -5.22862 -0.56634 0.00 -0.01 0.02
C -0.62276 -6.58563 -0.82383 0.00 0.03 0.03
C -0.27571 -2.87796 -1.18932 0.04 0.04 -0.30
O 0.20883 -2.00793 -1.99653 -0.17 0.02 0.09
O -0.81510 -2.44653 -0.12450 -0.06 -0.44 0.02
H 0.94701 -6.47187 -3.83387 0.00 0.00 0.00
H 0.79240 -4.03423 -3.36653 0.01 -0.01 0.00
H -1.15309 -4.86419 0.34742 0.01 -0.01 -0.01
H -1.01369 -7.30813 -0.12145 0.00 0.01 0.00
```
Forces are in eV/Å.

HOMO level   -10.07 eV
Charge   +1
Calculated total energy   -193628.272 eV
ΔE to the lowest compared entry with this formula, charge and spin   0.0 kcal/mol
Spin multiplicity   1

Entry 2:
Below is a single CH5BrSi molecule, with properties calculated with ωB97M-V/def2-TZVPD.

XYZ file:
```
8
Properties=species:S:1:pos:R:3:forces:R:3
C 0.57149 -0.61604 -0.02860 -0.29 -2.69 -1.92
Si -0.82940 0.74067 -0.02236 1.06 -1.78 2.14
Br 2.32628 0.13590 -0.06801 0.65 0.30 0.38
H 0.38003 -1.29417 0.79190 0.65 0.17 0.80
H 0.68787 -1.52393 -0.91714 -1.11 3.06 1.95
H -1.86847 -0.28504 0.38394 -0.31 0.89 -0.69
H -0.77775 1.76762 1.23678 0.20 -1.08 -1.89
H -0.49004 1.07500 -1.37650 -0.85 1.13 -0.76
```
Forces are in eV/Å.

HOMO level   -9.67 eV
Charge   0
SMILES string   [SiH3]CBr
Calculated total energy   -79036.124 eV
ΔE to the lowest compared entry with this formula, charge and spin   65.4 kcal/mol
Spin multiplicity   1